Record 1
A structure of composition C53H47BCl5N8P2Rb in a non-equilibrium geometry, computed with the ωB97M-V functional and the def2-TZVPD basis.

E_HOMO = 0.06 eV
multiplicity = 1
ΔE to the lowest compared entry with this formula, charge and spin = 0.0 kcal per mole
charge = -2
orbital gap = 3.12 eV
LUMO energy = 3.2 eV

CARTESIAN COORDINATES (ANGSTROEM)
Rb1 14.215 11.178 17.271
B1 15.463 14.954 18.003
N1 15.519 14.131 19.395
C1 16.092 14.525 20.525
C2 15.863 13.517 21.517
C3 14.980 12.605 20.894
N2 14.818 12.936 19.567
N3 14.002 15.112 17.418
C4 13.304 16.244 17.312
C5 11.942 15.913 16.918
C6 11.979 14.540 16.705
N4 13.217 14.024 16.988
H1 15.946 16.024 18.227
H2 16.175 14.323 17.264
H3 16.660 15.437 20.581
H4 16.329 13.499 22.477
H5 14.484 11.701 21.275
H6 13.683 17.215 17.596
H7 11.125 16.623 16.751
H8 11.222 13.810 16.387
C7 17.015 11.265 10.619
C8 15.782 11.742 9.870
C9 15.951 12.055 8.513
C10 14.971 12.687 7.770
C11 13.742 12.917 8.347
C12 13.507 12.554 9.653
C13 14.535 12.019 10.461
P1 14.289 11.780 12.255
C14 12.473 11.450 12.465
C15 11.673 12.235 13.300
C16 10.287 12.033 13.417
C17 9.687 11.022 12.666
C18 10.501 10.197 11.884
C19 11.871 10.358 11.793
C20 12.633 9.370 10.942
C21 14.432 13.415 12.918
C22 13.707 14.430 12.313
C23 13.794 15.718 12.845
C24 14.651 16.011 13.875
C25 15.469 15.040 14.431
C26 15.313 13.690 14.028
C27 15.972 12.618 14.661
H9 17.906 11.885 10.368
H10 17.273 10.247 10.253
H11 16.872 11.221 11.704
H12 16.887 11.812 8.054
H13 15.166 13.006 6.765
H14 12.995 13.475 7.786
H15 12.485 12.701 10.044
H16 12.169 12.989 13.894
H17 9.632 12.658 14.006
H18 8.627 10.872 12.674
H19 10.060 9.358 11.342
H20 12.272 8.377 11.153
H21 13.689 9.518 11.172
H22 12.496 9.542 9.873
H23 13.010 14.223 11.482
H24 13.098 16.498 12.524
H25 14.730 17.045 14.191
H26 16.150 15.308 15.237
H27 16.877 12.858 15.257
H28 15.874 11.559 14.363
N5 17.355 8.601 19.134
P2 17.857 10.090 18.455
C28 19.224 10.391 19.553
C29 20.148 9.362 19.795
C30 21.189 9.564 20.682
C31 21.274 10.727 21.429
C32 20.303 11.743 21.217
C33 19.339 11.592 20.233
C34 18.795 9.462 17.021
C35 19.328 8.169 16.979
C36 20.042 7.774 15.847
C37 20.155 8.584 14.716
C38 19.513 9.840 14.738
C39 18.927 10.324 15.923
C40 16.021 8.269 19.448
C41 15.833 7.303 20.450
C42 14.520 6.920 20.697
C43 13.455 7.485 19.980
C44 13.754 8.460 19.011
N6 15.018 8.928 18.837
H29 17.990 8.094 19.744
H30 20.098 8.441 19.213
H31 21.901 8.764 20.803
H32 22.063 10.874 22.139
H33 20.288 12.620 21.852
H34 18.613 12.370 20.041
H35 19.124 7.485 17.774
H36 20.607 6.836 15.932
H37 20.677 8.236 13.803
H38 19.508 10.440 13.848
H39 18.525 11.345 15.928
H40 16.718 6.945 20.994
H41 14.297 6.116 21.455
H42 12.426 7.133 20.134
H43 12.938 8.843 18.396
Cl1 11.064 11.083 18.597
C45 10.624 9.943 17.381
C46 11.590 9.204 16.763
C47 11.186 8.271 15.802
Cl2 12.281 7.333 14.943
C48 9.786 8.092 15.482
Cl3 9.205 6.826 14.511
C49 8.818 8.942 16.046
Cl4 7.162 8.894 15.556
C50 9.233 9.861 17.012
Cl5 8.074 10.866 17.727
N7 15.893 7.069 15.215
C51 16.255 7.355 13.917
C52 15.972 8.697 13.733
N8 15.477 9.211 14.896
C53 15.404 8.196 15.750
H44 16.114 6.255 15.759
H45 16.645 6.627 13.227
H46 16.100 9.285 12.847
H47 15.011 8.206 16.764

***

Record 2
The ion C9H10N3O3 with charge +1 in a non-equilibrium geometry, computed with the ωB97M-V functional and the def2-TZVPD basis.

E_HOMO (alpha / beta) = -12.85 / -12.85 eV
multiplicity = 1
ΔE to the lowest compared entry with this formula, charge and spin = 72.7 kcal per mole
charge = +1
orbital gap (alpha / beta) = 6.08 / 6.07 eV
LUMO energy (alpha / beta) = -6.8 / -6.8 eV

CARTESIAN COORDINATES (ANGSTROEM)
C1 -0.786 -1.155 3.250
C2 0.578 -0.833 3.203
C3 -1.522 -1.538 2.103
C4 1.227 -0.764 1.999
C5 -0.942 -1.407 0.858
C6 0.407 -1.073 0.839
C7 -0.997 1.887 -1.315
C8 1.055 -0.409 -2.547
C9 0.315 0.824 -3.071
N1 0.410 -0.890 -1.375
N2 0.094 1.797 -2.027
N3 -1.121 2.579 -0.120
O1 -1.900 3.463 0.186
O2 -0.437 1.804 0.590
O3 0.997 -0.716 -0.274
H1 -1.248 -1.129 4.142
H2 1.163 -0.592 4.121
H3 -2.544 -1.879 2.210
H4 2.264 -0.583 1.971
H5 -1.305 -2.001 0.082
H6 1.000 -1.160 -3.416
H7 2.090 -0.333 -2.297
H8 0.969 1.245 -3.828
H9 -0.521 0.409 -3.448
H10 0.755 2.453 -1.834

***

Record 3
A structure of composition C28H43BrN2P2SSn in a non-equilibrium geometry, computed with the ωB97M-V functional and the def2-TZVPD basis.

E_HOMO (alpha / beta) = -12.97 / -12.03 eV
multiplicity = 1
charge = +2
orbital gap (alpha / beta) = 4.19 / 2.61 eV
LUMO energy (alpha / beta) = -8.8 / -9.4 eV

CARTESIAN COORDINATES (ANGSTROEM)
N1 9.077 -2.993 4.021
C1 8.444 -2.194 4.880
C2 7.333 -1.431 4.503
C3 6.828 -1.562 3.195
C4 7.492 -2.442 2.313
C5 8.640 -3.109 2.767
C6 5.615 -0.863 2.789
Sn1 -1.069 1.259 0.428
P1 -6.129 -1.694 -0.558
C7 4.639 -1.462 2.068
C8 3.396 -0.825 1.710
C9 2.401 -1.539 0.990
C10 1.172 -0.947 0.703
C11 0.952 0.378 1.079
C12 1.909 1.117 1.764
C13 3.132 0.515 2.085
Br1 -3.346 2.438 -0.437
H1 5.510 0.164 3.150
H2 4.759 -2.512 1.775
H3 6.831 -0.803 5.234
H4 7.132 -2.607 1.301
H5 8.822 -2.149 5.906
H6 9.202 -3.757 2.086
H7 2.606 -2.564 0.667
H8 3.877 1.091 2.629
H9 0.394 -1.526 0.194
H10 1.736 2.149 2.062
P2 -0.176 1.163 -2.004
C14 -5.463 -1.671 1.161
C15 -6.184 -2.690 2.044
H11 -5.619 -0.649 1.530
H12 -4.386 -1.872 1.105
H13 -6.077 -2.409 3.094
H14 -7.254 -2.735 1.812
H15 -5.769 -3.695 1.930
C16 -4.843 -2.732 -1.377
C17 -5.363 -3.436 -2.629
H16 -4.522 -3.462 -0.622
H17 -4.003 -2.067 -1.614
H18 -4.718 -4.286 -2.865
H19 -6.381 -3.816 -2.489
H20 -5.362 -2.771 -3.497
C18 -5.616 -0.026 -1.139
C19 -6.811 0.925 -1.161
H21 -5.197 -0.157 -2.146
H22 -4.821 0.351 -0.484
H23 -6.595 1.773 -1.817
H24 -7.711 0.421 -1.530
H25 -7.025 1.327 -0.166
C20 -0.885 2.456 -3.079
C21 0.046 3.118 -4.091
H26 -1.365 3.203 -2.434
H27 -1.708 1.960 -3.609
H28 0.830 3.724 -3.623
H29 0.521 2.379 -4.746
H30 -0.541 3.785 -4.731
C22 -0.776 -0.410 -2.714
C23 0.231 -1.520 -3.027
H31 -1.317 -0.119 -3.628
H32 -1.532 -0.787 -2.010
H33 0.692 -1.382 -4.012
H34 1.029 -1.611 -2.282
H35 -0.299 -2.480 -3.051
C24 1.627 1.162 -2.211
C25 2.319 2.350 -1.542
H36 1.821 1.134 -3.298
H37 2.004 0.219 -1.796
H38 3.267 2.038 -1.089
H39 2.543 3.141 -2.266
H40 1.720 2.798 -0.737
S1 0.338 5.802 1.119
C26 -0.112 5.042 2.636
C27 -0.487 3.747 2.425
N2 -0.512 3.382 1.083
C28 -0.079 4.383 0.288
H41 -0.091 5.533 3.594
H42 -0.743 3.016 3.191
H43 -0.003 4.314 -0.800

***

Record 4
A structure of composition C39H54AsBN3O4Sr in a non-equilibrium geometry, computed with the ωB97M-V functional and the def2-TZVPD basis.

E_HOMO = -4.03 eV
multiplicity = 1
ΔE to the lowest compared entry with this formula, charge and spin = 37.8 kcal per mole
charge = -1
orbital gap = 6.53 eV
LUMO energy = 2.5 eV

CARTESIAN COORDINATES (ANGSTROEM)
Sr1 -1.609 -0.288 0.785
O1 -3.733 3.147 2.000
C1 -3.271 2.084 1.634
O2 -2.573 1.783 0.585
C2 -3.393 0.862 2.610
C3 -3.140 0.991 3.971
C4 -2.903 -0.161 4.714
C5 -2.840 -1.408 4.087
C6 -3.110 -1.476 2.731
N1 -3.482 -0.365 2.033
C7 -2.698 -2.740 1.884
O3 -2.707 -3.822 2.439
O4 -2.285 -2.432 0.695
H1 -3.085 1.982 4.401
H2 -2.696 -0.082 5.774
H3 -2.538 -2.309 4.604
C8 -1.543 -2.476 -3.909
C9 -2.341 -1.233 -4.299
As1 -2.464 0.050 -2.842
C10 -4.334 -0.301 -2.328
C11 -4.509 -1.694 -1.719
C12 -2.794 1.697 -3.807
C13 -3.645 1.557 -5.061
H4 -1.484 -3.193 -4.733
H5 -1.982 -2.996 -3.054
H6 -0.524 -2.218 -3.626
H7 -3.357 -1.495 -4.601
H8 -1.864 -0.722 -5.137
H9 -4.969 -0.177 -3.203
H10 -4.607 0.477 -1.610
H11 -4.305 -2.476 -2.454
H12 -5.530 -1.843 -1.364
H13 -3.848 -1.885 -0.872
H14 -1.820 2.133 -4.030
H15 -3.262 2.366 -3.083
H16 -3.180 0.910 -5.806
H17 -3.802 2.531 -5.532
H18 -4.631 1.142 -4.846
C14 4.422 -2.084 -2.656
C15 2.966 -2.004 -2.195
C16 2.222 -3.302 -2.514
C17 2.297 -0.770 -2.784
C18 2.033 -0.699 -4.150
C19 1.448 0.431 -4.707
C20 1.132 1.514 -3.896
C21 1.380 1.480 -2.525
C22 1.075 2.693 -1.657
C23 -0.360 3.203 -1.807
C24 2.087 3.804 -1.947
C25 1.955 0.327 -1.984
N2 2.167 0.250 -0.579
B1 1.109 0.017 0.441
N3 1.993 0.096 1.649
C26 3.336 0.377 1.329
C27 3.437 0.468 -0.015
C28 1.536 0.026 2.996
C29 1.152 1.201 3.653
C30 0.670 1.107 4.959
C31 0.588 -0.119 5.602
C32 0.992 -1.273 4.944
C33 1.467 -1.225 3.634
C34 1.980 -2.486 2.954
C35 3.439 -2.727 3.346
C36 1.125 -3.718 3.250
C37 1.246 2.557 2.972
C38 1.856 3.621 3.891
C39 -0.125 2.997 2.450
H19 4.932 -2.924 -2.175
H20 4.967 -1.168 -2.413
H21 4.482 -2.229 -3.742
H22 2.956 -1.886 -1.113
H23 2.087 -3.450 -3.593
H24 1.233 -3.321 -2.050
H25 2.786 -4.158 -2.131
H26 2.289 -1.541 -4.784
H27 1.241 0.468 -5.771
H28 0.693 2.406 -4.335
H29 1.199 2.382 -0.618
H30 -0.564 3.546 -2.830
H31 -0.534 4.050 -1.135
H32 -1.100 2.443 -1.548
H33 2.003 4.151 -2.985
H34 3.112 3.455 -1.791
H35 1.915 4.664 -1.290
H36 4.111 0.484 2.077
H37 4.317 0.662 -0.616
H38 0.350 2.008 5.474
H39 0.210 -0.177 6.618
H40 0.935 -2.227 5.454
H41 1.951 -2.304 1.881
H42 3.521 -2.896 4.427
H43 4.069 -1.872 3.087
H44 3.836 -3.610 2.833
H45 1.166 -4.001 4.309
H46 1.499 -4.572 2.677
H47 0.076 -3.583 2.976
H48 1.902 2.450 2.109
H49 1.134 3.975 4.636
H50 2.165 4.491 3.304
H51 2.732 3.246 4.427
H52 -0.851 3.077 3.271
H53 -0.524 2.299 1.708
H54 -0.065 3.978 1.964

***

Which molar mass belongs to each record? In order, 1131.508, 208.197, 700.296, 802.232 g/mol.